{
  "formula": "C6H15N2O4S2",
  "method": "ωB97M-V/def2-TZVPD",
  "total_energy_ev": -39302.0348,
  "homo_energy_ev": [-5.22, -5.22],
  "relative_energy_kj_mol": 35.8,
  "orbital_gap_ev": [8.27, 8.27],
  "charge": -1,
  "species": ["C", "C", "C", "C", "C", "C", "N", "N", "O", "O", "O", "O", "S", "S", "H", "H", "H", "H", "H", "H", "H", "H", "H", "H", "H", "H", "H", "H", "H"],
  "positions_angstrom": [[-0.916099, 0.825651, -0.223679], [0.150218, 2.929898, 0.445871], [3.174662, -0.176659, -0.523967], [-0.939816, 1.799651, 0.849928], [2.242068, -1.051667, 0.284583], [1.062713, -1.478135, -0.598056], [-2.977060, -0.718032, -1.273500], [-0.740422, -1.071026, 1.399073], [-3.583904, 0.398846, 0.911216], [-3.185336, 1.694885, -1.139191], [0.559869, -3.263404, 1.084752], [-1.129557, -2.717097, -0.523345], [-2.783600, 0.586883, -0.326717], [-0.166187, -2.240776, 0.381726], [0.194214, 2.914771, -0.598760], [-0.132902, 3.886890, 0.839089], [1.203463, 2.649823, 0.596025], [4.019970, 0.288786, 0.155967], [3.640007, -0.844441, -1.216404], [2.690823, 0.432765, -1.160246], [-0.613660, 1.341150, 1.847649], [-1.904909, 2.259624, 1.048013], [1.791046, -0.359380, 1.084514], [2.698426, -1.863762, 0.785661], [0.837829, -0.585141, -1.294324], [1.574565, -2.321157, -1.222901], [-2.534437, -1.667204, -0.986443], [-2.473601, -0.605171, -2.132953], [-1.758382, -1.046573, 1.506428]],
  "forces_ev_per_a": [[-2.5, -1.8, 1.0], [-0.5, -1.8, 1.0], [3.5, -2.3, 3.2], [3.2, 2.2, 2.2], [-2.1, 3.3, 1.1], [3.1, 0.1, -1.9], [0.2, -3.0, 0.0], [1.1, 0.0, -2.1], [1.8, -0.1, -1.6], [0.0, 1.1, -0.6], [0.3, -0.4, 0.6], [-3.0, -1.6, -2.6], [-0.2, -1.5, 1.1], [0.4, 2.5, 3.1], [-0.7, 0.6, -1.9], [0.2, 0.5, 0.2], [-0.3, 0.0, 1.1], [-1.8, -0.6, -1.6], [1.0, -0.6, -0.6], [-1.8, 3.0, -1.5], [-0.5, 0.4, -1.5], [0.0, 0.3, 0.0], [0.6, -1.1, -0.7], [0.5, -0.8, 0.3], [-0.5, -1.8, 1.3], [-1.5, 1.1, 0.7], [-0.9, 1.9, 0.6], [0.1, 0.9, -0.6], [0.2, -0.6, -0.3]],
  "mulliken_charge": [-0.133, -1.349, -1.524, -0.417, -0.320, -0.826, -0.689, -0.737, -0.646, -0.649, -0.738, -0.787, 0.986, 1.222, 0.423, 0.345, 0.293, 0.253, 0.475, 0.494, 0.246, 0.537, 0.233, 0.481, 0.384, 0.446, 0.421, 0.281, 0.294]
}